(1)
10
Properties=species:S:1:pos:R:3:forces:R:3:mulliken_charge:R:1 method="wB97M-V/def2-TZVPD" total_charge=-1 gap_ev=6.5 energy_ev=-11809.6532
O -3.7560 -1.1261 -1.6050 1.25 0.33 1.89 -0.52
O -2.4244 -0.7348 1.6457 1.85 0.92 -1.90 -0.65
O -0.0479 -0.5998 1.0880 -0.55 -0.78 1.01 -0.77
N 1.1106 1.3294 -1.0707 1.79 3.18 -0.15 -0.70
C -3.0236 -0.8960 -0.6760 -0.33 0.55 -1.33 0.49
C -2.2352 -0.3919 0.2773 0.64 -0.43 0.28 -0.14
C 0.1741 0.8649 -0.4762 -3.91 -1.65 0.15 0.48
C -0.6666 -0.0356 0.0589 -0.49 -0.21 1.46 0.17
H 1.5081 0.8342 -1.8150 0.68 -1.39 -1.32 0.19
H -1.3009 -0.6898 1.8013 -0.92 -0.53 -0.09 0.45

---

(2)
10
Properties=species:S:1:pos:R:3:forces:R:3:mulliken_charge:R:1 method="wB97M-V/def2-TZVPD" total_charge=-1 gap_ev=7.2 energy_ev=-11810.2247
O 1.7272 -1.3789 -0.2071 0.29 -0.67 -0.29 -0.61
O 0.0993 -0.1920 1.1710 -0.33 -0.30 0.16 -0.51
O -2.4399 -0.3099 -0.1335 -2.03 1.22 0.16 -0.43
N 1.3681 3.1549 -0.3588 -0.90 0.04 -0.15 -0.64
C 0.9140 2.1418 0.0164 1.02 1.14 0.06 0.17
C 1.2117 -0.3988 0.2235 -0.24 0.84 0.74 0.35
C 0.8970 0.8741 0.4855 0.65 -1.13 -0.34 0.31
C -1.5450 -1.0504 -0.3180 2.46 -1.47 -0.70 0.00
H -0.7102 -0.7566 -1.1274 -1.37 -1.08 1.48 0.17
H -1.5223 -2.0843 0.2483 0.45 1.42 -1.11 0.20

---

(3)
13
Properties=species:S:1:pos:R:3:forces:R:3:mulliken_spin:R:1 method="wB97M-V/def2-TZVPD" total_charge=+1 gap_ev="4.3 / 5.5" energy_ev=-57495.9519 spin_multiplicity=4
Ni 4.8250 0.0869 -0.2436 0.31 0.07 -0.23 1.69
O -1.1239 -2.5818 -0.8418 -0.94 0.57 1.75 0.11
O 1.5085 -1.2072 0.1703 2.62 2.92 -0.15 0.00
O 3.6177 -1.3495 -0.7253 1.34 0.03 -0.48 0.17
O 0.8104 -2.2885 -1.8220 2.19 1.39 1.04 0.00
O 3.0581 0.4550 0.3696 0.41 0.74 0.21 0.17
O -0.7303 -3.6160 -2.7276 -0.38 2.63 -1.17 0.02
C 2.7694 -0.6672 -0.1057 -4.88 -2.84 0.98 -0.01
C 1.1324 -2.4424 -0.3644 -1.01 -1.23 -1.96 0.07
C -0.2046 -2.8834 0.1291 0.04 0.72 -0.23 0.77
C -0.4468 -2.6830 -2.0186 0.51 -5.48 0.71 -0.01
H -0.5050 -3.3977 1.0356 0.03 0.31 -0.30 0.01
H 1.9558 -3.1611 -0.2632 -0.24 0.16 -0.18 0.02

---

(4)
8
Properties=species:S:1:pos:R:3:forces:R:3:mulliken_charge:R:1 method="wB97M-V/def2-TZVPD" smiles="O=CC#CC=O" gap_ev=10.1 energy_ev=-8270.7725
O 1.7485 0.0544 1.1521 0.78 0.18 -0.44 -0.41
O -1.6544 0.2671 1.1357 0.23 -0.37 -0.90 -0.41
C 0.8865 -0.4885 -0.9790 -0.76 -0.07 0.26 -0.08
C -0.2920 -0.4510 -0.6274 0.23 -0.03 -0.13 0.11
C -1.5414 -0.3314 0.0889 -0.40 -0.06 0.11 -0.08
C 1.5694 0.3872 0.0168 -0.07 0.25 0.87 0.25
H 1.6351 1.4137 -0.3597 0.54 0.16 0.02 0.31
H -2.3517 -0.8514 -0.4274 -0.55 -0.04 0.20 0.30

---

(5)
8
Properties=species:S:1:pos:R:3:forces:R:3:mulliken_charge:R:1 method="wB97M-V/def2-TZVPD" gap_ev=9.1 energy_ev=-8270.3442
O -1.3795 1.1942 0.4300 0.08 -0.49 -0.32 -0.43
O 2.4007 -0.0607 -0.2625 -0.66 0.19 0.12 -0.43
C 1.2740 0.2866 -0.0380 0.67 -0.08 -0.05 -0.04
C -1.2741 0.1311 -0.1259 -0.20 0.38 0.18 -0.04
C 0.0465 -0.5973 -0.1496 0.05 -0.62 0.01 0.36
C 0.0826 -1.9037 -0.1034 -0.06 0.69 -0.05 -0.14
H -2.1111 -0.3395 -0.6647 0.08 0.03 0.12 0.34
H 0.9961 1.3132 0.2635 0.04 -0.11 0.00 0.38

---

(6)
8
Properties=species:S:1:pos:R:3:forces:R:3:mulliken_charge:R:1 method="wB97M-V/def2-TZVPD" gap_ev=8.8 energy_ev=-8268.8640
O -2.4199 -0.6790 0.5721 0.25 0.24 -0.16 -0.43
O 1.8092 -0.8862 0.4648 0.08 0.55 -0.35 -0.42
C -1.4552 -0.1033 0.1462 -0.87 0.21 -0.10 0.50
C -1.0611 1.0865 -0.6264 0.08 -0.20 0.13 -1.06
C 0.0163 0.4124 -0.2702 -0.26 -0.09 0.08 0.74
C 1.4509 0.0947 -0.1378 0.16 -0.50 0.30 0.06
H 2.1226 0.8231 -0.6280 -0.06 -0.15 0.10 0.33
H -0.4629 -0.7482 0.4792 0.62 -0.07 0.01 0.28

---

(7)
10
Properties=species:S:1:pos:R:3:forces:R:3:mulliken_charge:R:1 method="wB97M-V/def2-TZVPD" smiles="O=C1COC(=S)C1=S" gap_ev=6.8 energy_ev=-29943.2676
S 0.6169 2.7216 0.1013 -0.14 -1.42 -0.46 -0.11
S 2.9596 0.2602 -0.1515 -0.32 -0.76 -0.09 -0.21
O 0.7045 -1.2535 0.0726 0.41 2.59 -0.73 -0.36
O -2.0388 0.9195 -0.3350 3.20 -1.66 0.99 -0.52
C 1.3600 0.0440 -0.1002 1.29 -2.80 0.45 0.21
C -0.9484 0.3715 -0.0742 -3.39 3.26 -1.32 0.41
C -0.7725 -1.0867 0.1601 1.45 -0.66 -1.77 -0.16
C 0.4349 1.1170 -0.1244 -2.96 0.68 1.01 0.27
H -1.3230 -1.6541 -0.7035 1.15 0.79 1.78 0.22
H -0.9932 -1.4395 1.1547 -0.70 -0.03 0.15 0.25

---

(8)
12
Properties=species:S:1:pos:R:3:forces:R:3:mulliken_charge:R:1 method="wB97M-V/def2-TZVPD" total_charge=+3 gap_ev="7.1 / 7.1" energy_ev=-19069.5960
Tl 0.0679 -0.0156 -0.3023 0.13 0.15 0.35 1.26
O 0.0320 2.1201 1.6333 0.52 -2.36 -1.92 -0.48
O 0.0281 -2.2468 -3.0010 -0.03 0.55 0.25 0.16
O 0.0588 3.2645 -1.8559 -0.14 -6.10 1.42 0.10
O 3.1041 -2.0836 0.9383 -4.55 2.80 -0.05 0.09
O -3.0746 -2.0240 0.9113 4.40 2.62 -0.06 0.09
C 0.0362 2.1429 -1.5599 0.19 5.62 -1.00 0.28
C -2.0921 -1.4277 0.8427 -3.66 -2.03 -0.42 0.25
C 0.0241 -1.4358 -2.2423 0.06 -0.52 0.05 0.20
C 2.1296 -1.4708 0.8696 3.83 -2.17 -0.48 0.24
H 0.5305 1.4516 2.1342 0.53 0.68 1.05 0.41
H -0.8447 1.7252 1.6321 -1.28 0.77 0.82 0.41

---

(9)
13
Properties=species:S:1:pos:R:3:forces:R:3:mulliken_spin:R:1 method="wB97M-V/def2-TZVPD" total_charge=+1 gap_ev="4.9 / 7.6" energy_ev=-19690.7354 spin_multiplicity=4
Pt 3.8120 2.2267 0.6302 7.68 -0.08 -0.92 2.64
O -1.9735 -1.9650 -1.3343 -0.77 -0.96 -2.02 -0.01
O 2.0391 2.4931 1.0365 -6.75 2.26 2.48 0.09
O -0.8121 -0.1307 -1.6190 -0.54 1.41 -1.54 0.00
O 0.2198 0.5627 0.8079 -2.22 -0.96 -0.61 0.00
O 2.2955 0.8236 -0.3336 -0.77 0.44 -0.50 0.11
O -2.4533 -0.3363 -0.2150 -1.31 0.97 5.28 0.01
C -0.1455 -0.5350 0.1854 2.54 1.58 0.32 0.05
C -1.9495 -0.6946 -1.4456 6.42 -3.50 3.12 0.01
C 1.6303 1.5524 0.3731 -0.34 -4.41 -1.64 0.06
C -1.5135 -1.0932 0.4920 -3.53 2.93 -2.95 0.04
H -1.8161 -1.6382 1.3848 -0.07 0.08 -0.05 0.00
H 0.6670 -1.2654 0.0377 -0.34 0.24 -0.97 0.01